Entry 1:
Entry from the Open Molecules 2025 dataset: a 14-piece molecular cluster, C52H106O14 overall (ωB97M-V/def2-TZVPD).

The highest occupied orbital energy comes out at -9.23 eV. The calculation puts the energy at -84300.8183 eV. As for the lowest unoccupied orbital energy: 0.51 eV.

Geometry as ORCA input:
```
! wB97M-V def2-TZVPD RIJCOSX def2/J DEFGRID3
* xyz 0 1
C 15.62084 8.09488 15.34511
C 14.54056 9.11916 15.81418
C 13.77187 9.34519 14.45894
O 14.79883 9.33359 13.42019
C 15.75084 8.29232 13.84777
H 15.34050 7.05615 15.52343
H 16.50099 8.30623 15.94686
H 15.07387 10.02624 16.03503
H 13.97490 8.64327 16.58765
H 13.34904 10.33860 14.30001
H 13.02982 8.55352 14.38939
H 16.74977 8.58920 13.55372
H 15.47503 7.41098 13.27410
C 12.38940 13.30641 19.33695
C 12.91234 12.07354 18.61161
C 14.09908 12.54003 17.78922
O 14.10645 13.96645 17.82212
C 12.84075 14.40554 18.34560
H 12.81560 13.46268 20.36038
H 11.34766 13.10989 19.57171
H 12.09670 11.70474 17.94682
H 13.29804 11.33213 19.28197
H 13.84490 12.11657 16.81513
H 15.04663 12.21064 18.17094
H 12.21709 14.51250 17.47623
H 12.98499 15.32990 18.86307
C 18.91840 11.01077 12.03493
C 17.58720 11.51587 12.60686
C 17.75099 11.50333 14.09281
O 19.19593 11.81934 14.31628
C 19.89214 11.57358 13.04273
H 19.03084 11.40107 11.02950
H 18.89588 9.91868 12.01539
H 16.74747 10.88086 12.32192
H 17.42338 12.58649 12.39517
H 17.62330 10.54587 14.62924
H 17.11791 12.20135 14.65650
H 20.69769 10.84925 13.21259
H 20.27220 12.54020 12.75521
C 16.58208 13.37133 8.71655
C 16.38433 14.82332 9.07276
C 17.66746 15.21758 9.80058
O 18.65305 14.35250 9.34430
C 18.06454 13.39710 8.45821
H 16.03326 13.12265 7.79364
H 16.30641 12.72409 9.54799
H 15.55364 14.92993 9.75333
H 16.19025 15.46443 8.23530
H 17.46086 15.16786 10.88197
H 17.92404 16.27002 9.56600
H 18.43081 12.37060 8.74799
H 18.43490 13.64150 7.42571
C 16.06963 9.56937 8.08100
C 14.92930 9.77826 9.05034
C 15.11084 8.59908 10.00877
O 16.11415 7.74201 9.48194
C 16.24783 8.05210 8.10033
H 16.95677 10.08263 8.48736
H 15.83344 9.96434 7.07109
H 13.91966 9.74482 8.61658
H 15.06849 10.73861 9.57196
H 14.18076 8.03940 10.24976
H 15.42030 8.89313 11.01137
H 15.40843 7.49425 7.62060
H 17.25897 7.70987 7.81161
C 8.48255 12.94895 12.29844
C 9.58568 13.79312 11.66870
C 9.60224 15.04175 12.54653
O 9.27875 14.57325 13.84370
C 8.25695 13.60206 13.68003
H 8.75003 11.90829 12.38067
H 7.52842 13.03194 11.72408
H 9.26915 14.00792 10.65463
H 10.53616 13.29433 11.68484
H 8.82515 15.75729 12.21365
H 10.55149 15.50956 12.61941
H 7.26748 14.05003 13.75088
H 8.34236 12.87795 14.48430
C 9.72047 9.84995 15.36866
C 8.60173 10.47604 16.16097
C 9.41461 11.31920 17.07774
O 10.37300 11.92329 16.20337
C 10.71283 10.97828 15.16603
H 9.23118 9.41909 14.45184
H 10.30297 9.12918 15.98297
H 8.02056 9.67901 16.64754
H 7.98300 11.03144 15.44805
H 9.98716 10.64658 17.74740
H 8.92551 12.14992 17.60371
H 11.76950 10.74814 15.23461
H 10.53667 11.46120 14.18949
C 11.60125 9.98459 10.59690
C 11.83673 8.60358 11.27901
C 10.54619 8.38210 12.03619
O 9.60057 9.44654 11.68704
C 10.06907 10.01696 10.45991
H 12.21983 10.01096 9.68715
H 11.82858 10.81211 11.25230
H 12.65460 8.51414 11.99454
H 11.93395 7.75959 10.54354
H 10.71196 8.33803 13.09867
H 10.08268 7.39993 11.73878
H 9.63135 11.05091 10.45780
H 9.73436 9.42679 9.55062
C 11.09670 13.52933 8.23209
C 12.32948 13.93099 9.11610
C 12.63225 15.31345 8.67145
O 11.36768 15.88460 8.44224
C 10.43696 14.84469 8.22705
H 10.43977 12.75667 8.63014
H 11.46463 13.23008 7.23199
H 13.15791 13.19389 9.07602
H 11.96212 13.95547 10.16260
H 13.26431 15.29801 7.76779
H 13.24108 15.81992 9.46547
H 9.87613 15.05978 7.29039
H 9.75318 14.91482 9.06705
C 13.39946 18.26585 10.60689
C 14.05842 18.69536 9.31652
C 15.50509 18.78098 9.70458
O 15.77126 17.69185 10.55412
C 14.54486 17.46391 11.24873
H 12.53311 17.66866 10.46558
H 13.12408 19.05728 11.27656
H 13.64387 19.63465 8.96415
H 13.84741 17.87991 8.61600
H 15.60400 19.69384 10.28940
H 16.19345 18.77499 8.87228
H 14.71036 17.72282 12.28685
H 14.40374 16.37646 11.29205
C 13.33531 14.61490 13.01897
C 14.54432 13.87171 12.53962
C 13.99031 12.41721 12.62714
O 12.71558 12.44969 13.28758
C 12.68240 13.67527 14.01236
H 12.67744 14.73234 12.13089
H 13.46392 15.59105 13.45153
H 15.40521 13.98081 13.19061
H 14.88238 14.05170 11.51544
H 14.58920 11.68892 13.18372
H 13.78853 12.01581 11.61549
H 13.23390 13.67023 14.93458
H 11.62269 13.86937 14.17384
C 13.85661 17.33328 16.03878
C 12.96232 18.08340 16.98850
C 12.42211 19.26803 16.11998
O 13.07429 19.18650 14.83954
C 14.27328 18.46279 15.07765
H 13.28987 16.58552 15.45135
H 14.72439 16.97548 16.61040
H 13.52363 18.38314 17.86244
H 12.22320 17.49620 17.48987
H 12.67838 20.22569 16.62641
H 11.34522 19.23964 15.94701
H 15.04427 19.06992 15.54717
H 14.58450 18.16263 14.08609
C 18.16401 15.58056 13.70274
C 17.73856 15.02874 15.10496
C 17.23990 16.31395 15.80519
O 16.89555 17.22232 14.76429
C 17.02029 16.59515 13.53299
H 18.17064 14.86620 12.86588
H 19.17692 16.04605 13.71629
H 18.56403 14.47526 15.59202
H 16.86657 14.40767 14.98232
H 17.96980 16.84436 16.41564
H 16.39760 16.05098 16.45478
H 17.18081 17.40028 12.80884
H 16.08799 16.07820 13.27443
O 10.16069 14.68666 16.54510
H 10.31146 13.73205 16.31792
H 10.12642 15.08942 15.67343
*
```

Entry 2:
Entry from the Open Molecules 2025 dataset: C52H117F18N10O27S6 as an isolated structure (ωB97M-V/def2-TZVPD).

The highest occupied orbital energy comes out at -11.86 eV. The calculation puts the energy at -239895.5579 eV. As for the lowest unoccupied orbital energy: -5.70 eV.

Geometry as ORCA input:
```
! wB97M-V def2-TZVPD RIJCOSX def2/J DEFGRID3
* xyz 3 1
C 4.13451 -10.09583 3.51360
O 3.11892 -9.56545 4.41404
C 3.43345 -9.54609 5.75984
C 4.71497 -8.80564 6.18890
N 4.64391 -7.33687 5.78124
H 4.96090 -7.31142 4.81987
H 3.64739 -7.16220 5.78762
C 5.31573 -6.26804 6.59719
C 5.60613 -4.99205 5.78718
O 4.46860 -4.39090 5.18900
C 4.22251 -4.42454 3.79771
H 4.45518 -11.05260 3.91990
H 5.04196 -9.48098 3.46590
H 3.73009 -10.19403 2.50751
H 3.55937 -10.54394 6.19530
H 2.60023 -8.96691 6.16969
H 5.60210 -9.22606 5.71724
H 4.77298 -8.93447 7.26802
H 6.24116 -6.71418 6.95614
H 4.71921 -6.06159 7.48755
H 6.33372 -5.22963 5.00834
H 6.05150 -4.30033 6.50462
H 4.23235 -5.43248 3.37530
H 4.90109 -3.77397 3.22944
H 3.22262 -4.01149 3.75130
C -1.58883 3.99926 -1.88426
O -1.99567 3.30882 -3.07715
C -3.11137 3.86569 -3.71635
C -3.32812 3.14860 -5.08577
N -2.16885 3.24544 -6.01872
H -2.40811 2.84558 -6.92388
H -2.04157 4.23697 -6.19967
C -0.85297 2.51609 -5.69874
C -0.94070 1.03431 -6.01614
O -1.94744 0.48797 -5.21610
C -1.72938 -0.92466 -4.73756
H -1.35954 5.02824 -2.14427
H -0.72604 3.45649 -1.49448
H -2.36093 3.93291 -1.11564
H -3.02411 4.93177 -3.93763
H -4.04483 3.65399 -3.18197
H -4.19083 3.71464 -5.46273
H -3.58155 2.10537 -4.88916
H -0.72637 2.73477 -4.63996
H -0.07901 2.89405 -6.36848
H 0.01723 0.53474 -5.88013
H -1.11093 1.02671 -7.10563
H -1.73715 -1.63947 -5.57613
H -2.69740 -1.11035 -4.27877
H -0.85436 -1.08028 -4.10947
C -5.42544 0.30248 -2.51388
O -5.34503 0.90219 -3.80024
C -5.46590 -0.05311 -4.82668
C -5.88489 0.64858 -6.09641
N -7.14904 1.49818 -5.85185
H -7.97234 0.93900 -5.70243
H -6.87669 1.95991 -4.98566
C -7.49817 2.50078 -6.91980
C -7.75527 3.89375 -6.30060
O -6.84056 4.19493 -5.25560
C -7.20071 5.27052 -4.36241
H -6.24644 -0.40972 -2.53637
H -5.47908 1.18332 -1.88070
H -4.51365 -0.27132 -2.32572
H -6.17654 -0.82925 -4.54203
H -4.52321 -0.54219 -5.09151
H -6.09043 -0.02488 -6.92324
H -5.06601 1.28636 -6.42259
H -8.36792 2.15858 -7.49641
H -6.66318 2.48651 -7.62328
H -8.75612 3.80308 -5.88873
H -7.60558 4.65215 -7.05834
H -8.07656 4.97720 -3.77136
H -7.50311 6.07667 -5.02377
H -6.35095 5.40233 -3.69769
C 1.51178 5.07446 -4.11350
O 1.64865 4.46412 -2.82105
C 2.99921 4.19609 -2.38080
C 3.77740 5.38581 -1.78178
N 3.65662 6.70475 -2.54619
H 2.80613 6.67354 -3.08563
H 3.61208 7.42015 -1.83100
C 4.72304 7.09339 -3.52969
C 4.33977 8.37365 -4.19695
O 3.08899 8.07132 -4.79197
C 2.53383 9.09133 -5.66288
H 2.49077 5.44210 -4.44792
H 0.77743 5.87658 -4.09192
H 1.27719 4.33987 -4.89452
H 3.44112 3.83651 -3.30615
H 2.93061 3.49319 -1.54465
H 4.83460 5.13176 -1.79667
H 3.45830 5.45941 -0.73166
H 4.83049 6.22620 -4.18987
H 5.65501 7.16375 -2.96272
H 5.08896 8.56133 -4.96539
H 4.27444 9.20105 -3.49986
H 2.02950 9.90112 -5.13955
H 1.74352 8.62215 -6.24721
H 3.30853 9.48076 -6.31749
C -1.82413 -3.11473 4.67284
O -2.74765 -3.21126 3.61945
C -3.95976 -3.89840 3.86275
C -4.41307 -4.45626 2.52805
N -4.57305 -3.39824 1.47307
H -3.86417 -2.70094 1.69471
H -4.33913 -3.73247 0.54435
C -5.90073 -2.70472 1.33407
C -5.67150 -1.26684 0.80598
O -4.54759 -0.68202 1.36529
C -4.71484 -0.18438 2.71514
H -1.49873 -4.09442 5.03555
H -2.26600 -2.52059 5.47252
H -0.93052 -2.52944 4.42034
H -4.73567 -3.21479 4.20017
H -3.71155 -4.73148 4.50758
H -5.33845 -5.01363 2.66557
H -3.63158 -5.09455 2.12502
H -6.30043 -2.66835 2.34369
H -6.46764 -3.21117 0.55680
H -6.59747 -0.71745 1.01423
H -5.62211 -1.26218 -0.29598
H -3.72009 0.02754 3.11319
H -5.12523 -0.96023 3.36113
H -5.42165 0.63443 2.71631
C -0.90957 -0.72003 2.33665
O 0.48451 -0.98539 2.55976
C 1.17668 -1.88844 1.72590
C 1.39900 -1.30475 0.25453
N 1.42335 0.17381 0.28381
H 0.66344 0.36056 0.93501
H 2.19244 0.57857 0.81153
C 1.32374 0.87399 -1.03490
C -0.04569 0.74238 -1.65978
O -1.03705 1.06679 -0.72646
C -2.44115 0.69102 -1.12255
H -1.53536 -1.56598 2.01809
H -1.00015 0.03030 1.54357
H -1.16921 -0.34520 3.32514
H 0.54926 -2.75280 1.53954
H 2.11879 -2.04254 2.24513
H 0.67177 -1.48807 -0.54934
H 2.41614 -1.51775 -0.06809
H 2.01292 0.42253 -1.75228
H 1.47080 1.93275 -0.84955
H -0.27723 -0.25192 -2.04490
H -0.10990 1.46864 -2.47702
H -2.45856 -0.33081 -1.48666
H -2.59515 1.34576 -1.98900
H -3.00308 1.03331 -0.26547
C 2.33929 5.95438 6.19860
C 2.64142 4.66263 6.94816
C 2.40713 3.36934 6.13562
C 2.49169 2.05968 6.89556
N 2.86751 0.80908 6.01758
C 2.57966 -0.46408 6.80308
C 3.55088 -1.47815 6.19777
C 4.85718 -0.64901 6.08109
C 4.35230 0.78533 5.78969
C 2.13648 0.64654 4.65984
H 2.69957 6.80009 6.77919
H 1.27353 5.96442 5.99324
H 2.87755 6.14350 5.26080
H 2.00542 4.58576 7.82830
H 3.68239 4.74083 7.25166
H 3.13259 3.35870 5.31342
H 1.45898 3.44159 5.58507
H 1.53090 1.87351 7.36574
H 3.30172 2.00208 7.61432
H 1.50820 -0.67188 6.81302
H 2.88832 -0.25887 7.83568
H 3.18265 -1.81152 5.23064
H 3.60743 -2.33318 6.86895
H 5.50191 -1.04021 5.28950
H 5.37942 -0.66579 7.04165
H 4.59669 1.08227 4.76883
H 4.78285 1.48972 6.50127
H 2.26709 1.60354 4.15380
H 1.06513 0.51084 4.81606
H 2.79825 -0.08068 4.19961
O -0.92464 1.83244 4.76772
C -1.56089 0.97166 5.83765
O -2.64097 0.58388 5.37720
O -0.90997 0.83855 6.83998
H -1.38643 2.10140 3.96899
C -5.51786 -5.60113 -2.82226
F -6.64866 -5.94912 -2.12976
F -4.63712 -6.50233 -2.58901
F -5.91321 -5.53707 -4.10430
S -5.06409 -3.79874 -2.36041
O -4.56235 -3.21063 -3.56900
O -6.21667 -3.20280 -1.79458
N -3.99112 -3.99631 -1.20177
S -2.48634 -3.94980 -1.86236
O -2.37670 -4.88520 -2.90126
O -2.06312 -2.60703 -2.13858
C -1.48448 -4.44682 -0.37642
F -0.23457 -4.77252 -0.80097
F -1.30866 -3.42728 0.48180
F -1.98752 -5.48045 0.33796
C 1.60500 -5.37477 -3.77353
F 0.45318 -5.98711 -3.36548
F 2.60607 -5.83116 -3.05523
F 1.72618 -5.64818 -5.03880
S 1.53341 -3.50493 -3.43980
O 0.23774 -3.12308 -3.81805
O 1.84899 -3.25780 -2.03661
N 2.79953 -3.09643 -4.39138
S 2.47729 -1.55630 -4.90194
O 1.57784 -1.51649 -6.01090
O 2.15074 -0.69399 -3.78517
C 4.11543 -0.98247 -5.62297
F 5.08008 -0.92396 -4.67928
F 4.55146 -1.61229 -6.67665
F 3.87233 0.29894 -6.05538
C 5.38123 -0.01109 -0.21075
F 4.31743 -0.66875 -0.71426
F 6.41615 -0.83512 -0.06651
F 5.69682 0.90893 -1.09635
S 4.98984 0.71199 1.57229
O 4.77348 -0.39388 2.42450
O 6.06138 1.56355 1.86122
N 3.55282 1.53537 1.34363
S 3.83775 3.12559 1.72953
O 4.29724 3.20809 3.03932
O 4.53999 3.80139 0.71801
C 2.09914 3.89900 1.71413
F 2.21431 5.19161 1.98448
F 1.50986 3.80037 0.49194
F 1.28362 3.34518 2.59786
*
```

- Which formula does entry 2 have?
  C52H117F18N10O27S6

- Look up the highest occupied orbital energy of the second one.
  -11.86 eV